No. 1
Below is C38H29BrN8O4Rb as an isolated structure at a distorted geometry, with properties calculated with the ωB97M-V functional and the def2-TZVPD basis.

Summary:
* net charge: -1
* electronic energy: -4802.68517 hartree
* highest occupied orbital energy: -4.94 eV
* energy relative to the best compared isomer or geometry (same formula, charge and spin): 0.0 kJ/mol
* HOMO-LUMO gap: 6.64 eV
* max |F|: 0.036 Eh/bohr
* E_LUMO: 1.7 eV

Element x y z (Å)
Rb: 0.12 -0.64 -0.10
O: 5.40 -3.25 -1.03
C: 5.75 -1.96 -1.14
C: 7.11 -1.64 -1.25
C: 7.51 -0.33 -1.41
C: 6.58 0.69 -1.46
C: 5.24 0.39 -1.32
C: 4.81 -0.92 -1.16
C: 3.34 -1.17 -1.00
O: 2.57 -0.24 -0.73
N: 3.01 -2.45 -1.25
N: 1.73 -2.79 -1.02
C: 1.27 -3.87 -1.52
C: -0.10 -4.25 -1.26
C: -0.75 -5.21 -2.05
C: -2.07 -5.50 -1.81
C: -2.72 -4.84 -0.78
C: -1.99 -3.94 -0.02
N: -0.73 -3.65 -0.25
H: 4.39 -3.25 -1.10
H: 7.83 -2.44 -1.20
H: 8.57 -0.11 -1.51
H: 6.90 1.71 -1.61
H: 4.48 1.17 -1.32
H: 1.87 -4.52 -2.17
H: -0.21 -5.71 -2.86
H: -2.60 -6.22 -2.43
H: -3.76 -5.03 -0.56
H: -2.44 -3.42 0.81
O: -1.23 -0.73 4.58
C: -2.43 -0.14 4.53
C: -3.07 0.21 5.72
C: -4.31 0.82 5.70
C: -4.94 1.09 4.49
C: -4.31 0.75 3.31
C: -3.06 0.15 3.30
C: -2.36 -0.16 2.03
O: -1.19 -0.64 2.07
N: -3.00 0.20 0.94
N: -2.65 -0.21 -0.26
C: -2.74 0.62 -1.25
C: -2.44 0.23 -2.60
C: -2.70 1.13 -3.65
C: -2.36 0.80 -4.94
C: -1.76 -0.43 -5.17
C: -1.56 -1.27 -4.08
N: -1.89 -0.97 -2.85
H: -0.97 -0.83 3.60
H: -2.57 -0.01 6.65
H: -4.79 1.09 6.63
H: -5.91 1.56 4.48
H: -4.77 0.96 2.36
H: -3.04 1.66 -1.09
H: -3.16 2.09 -3.43
H: -2.56 1.48 -5.76
H: -1.44 -0.72 -6.17
H: -1.13 -2.25 -4.22
Br: 0.57 1.64 7.03
C: 0.48 1.85 5.15
C: -0.28 2.89 4.63
C: -0.34 3.07 3.26
C: 0.35 2.20 2.41
C: 1.09 1.14 2.96
C: 1.16 0.97 4.32
N: 0.29 2.29 1.04
C: 0.24 3.37 0.39
C: 0.15 3.36 -1.06
C: 0.06 4.55 -1.79
C: 0.11 4.49 -3.17
C: 0.23 3.25 -3.78
C: 0.28 2.12 -2.97
N: 0.24 2.17 -1.66
H: -0.81 3.55 5.29
H: -0.95 3.86 2.85
H: 1.60 0.46 2.29
H: 1.71 0.15 4.75
H: 0.32 4.36 0.87
H: -0.03 5.50 -1.28
H: 0.07 5.40 -3.76
H: 0.30 3.16 -4.85
H: 0.38 1.13 -3.39

***

No. 2
Below is C17H19N6O2PtS2Sb as an isolated structure, with properties calculated with the ωB97M-V functional and the def2-TZVPD basis.

Summary:
* electronic energy: -2294.20300 hartree
* highest occupied orbital energy: -7.53 eV
* energy relative to the best compared isomer or geometry (same formula, charge and spin): 10.8 kJ/mol
* HOMO-LUMO gap: 6.04 eV
* max |F|: 0.009 Eh/bohr
* E_LUMO: -1.5 eV

Element x y z (Å)
Pt: -1.48 1.42 0.53
N: -4.66 3.63 -1.07
C: -3.34 3.62 -0.84
N: -3.04 2.43 -0.36
C: -4.22 1.76 -0.31
N: -5.24 2.46 -0.74
C: -4.19 0.40 0.23
C: -5.27 -0.46 0.24
N: -5.18 -1.69 0.73
C: -4.01 -2.05 1.22
C: -2.91 -1.20 1.23
N: -2.99 0.02 0.72
H: -5.22 4.38 -1.44
H: -2.66 4.44 -1.01
H: -6.23 -0.14 -0.16
H: -3.92 -3.05 1.63
H: -1.96 -1.49 1.66
S: -0.11 5.65 -0.43
C: -0.19 4.08 -0.06
N: -0.26 2.94 0.21
O: 1.71 -5.91 -0.82
C: 0.84 -5.00 -1.31
O: 0.22 -5.25 -2.31
C: 0.71 -3.72 -0.57
C: 0.17 -2.63 -1.25
C: 0.02 -1.41 -0.62
C: 0.36 -1.25 0.73
S: 0.21 0.28 1.58
C: 0.89 -2.35 1.42
C: 1.07 -3.56 0.77
H: 2.20 -5.54 -0.08
H: -0.10 -2.75 -2.29
H: -0.37 -0.56 -1.16
H: 1.14 -2.25 2.46
H: 1.44 -4.40 1.35
C: 4.49 -0.13 -0.86
Sb: 3.20 1.50 -0.28
C: 4.56 3.05 -0.91
C: 3.88 1.50 1.76
H: 5.52 0.07 -0.56
H: 4.45 -0.27 -1.94
H: 4.15 -1.05 -0.38
H: 5.60 2.75 -0.77
H: 4.36 3.95 -0.33
H: 4.40 3.28 -1.96
H: 4.97 1.50 1.80
H: 3.50 0.62 2.28
H: 3.50 2.38 2.28

***

No. 3
Below is C23H22N3O2W as an isolated structure at a distorted geometry, with properties calculated with the ωB97M-V functional and the def2-TZVPD basis.

Summary:
* net charge: +1
* electronic energy: -1271.17741 hartree
* highest occupied orbital energy (spin up / spin down): -10.31 / -10.31 eV
* energy relative to the best compared isomer or geometry (same formula, charge and spin): 16.9 kJ/mol
* HOMO-LUMO gap (spin up / spin down): 5.80 / 5.80 eV
* max |F|: 0.038 Eh/bohr
* E_LUMO (spin up / spin down): -4.5 / -4.5 eV

Element x y z (Å)
W: 0.38 0.06 -0.98
O: 3.65 4.19 0.74
C: 4.44 3.12 0.57
C: 5.82 3.33 0.71
C: 6.70 2.28 0.57
C: 6.24 0.99 0.27
C: 4.89 0.78 0.12
C: 3.97 1.84 0.26
C: 2.56 1.57 0.05
O: 2.20 0.34 -0.33
N: 1.64 2.49 0.17
N: 0.43 1.92 -0.15
C: -0.54 2.60 -0.77
C: -1.77 1.89 -0.93
C: -3.03 2.46 -1.15
C: -4.14 1.67 -1.01
C: -4.01 0.31 -0.64
C: -2.76 -0.22 -0.51
N: -1.65 0.53 -0.74
H: 2.71 3.92 0.66
H: 6.16 4.32 0.95
H: 7.76 2.46 0.69
H: 6.94 0.17 0.16
H: 4.51 -0.20 -0.11
H: -0.41 3.65 -1.02
H: -3.11 3.52 -1.37
H: -5.12 2.10 -1.14
H: -4.87 -0.31 -0.48
H: -2.58 -1.26 -0.28
C: 0.24 -4.31 -1.21
C: -0.08 -2.86 -1.51
C: -1.34 -2.73 -2.34
C: 0.26 -1.87 -0.46
C: 1.12 -1.97 -1.98
C: 2.50 -2.45 -1.85
C: 3.50 -1.86 -2.52
C: 3.27 -0.74 -3.41
C: 2.03 -0.27 -3.60
C: 0.86 -0.82 -2.88
H: -0.64 -4.80 -0.81
H: 1.04 -4.42 -0.49
H: 0.53 -4.84 -2.12
H: -2.16 -3.25 -1.84
H: -1.20 -3.20 -3.32
H: -1.67 -1.70 -2.51
H: 0.84 -2.27 0.37
H: 2.68 -3.31 -1.23
H: 4.50 -2.26 -2.43
H: 4.10 -0.31 -3.95
H: 1.83 0.53 -4.30
H: -0.05 -0.84 -3.48

***

No. 4
Below is C18H15CrN5O4S as an isolated structure, with properties calculated with the ωB97M-V functional and the def2-TZVPD basis.

Summary:
* <S²>: 6.053
* electronic energy: -2712.30238 hartree
* highest occupied orbital energy (spin up / spin down): -8.03 / -8.28 eV
* HOMO-LUMO gap (spin up / spin down): 5.89 / 5.82 eV
* spin multiplicity: 5
* max |F|: 0.013 Eh/bohr
* E_LUMO (spin up / spin down): -2.1 / -2.5 eV

Element x y z (Å)
Cr: 0.94 -0.99 -0.42
C: 1.41 -4.12 4.07
C: 1.39 -4.30 2.69
C: 1.21 -3.21 1.86
C: 1.04 -1.93 2.39
C: 1.08 -1.75 3.78
C: 1.26 -2.85 4.60
N: 0.84 -0.87 1.50
N: 0.60 0.34 1.97
C: 0.56 1.29 0.99
C: 0.40 2.64 1.33
C: 0.44 3.59 0.34
C: 0.63 3.21 -0.99
C: 0.77 1.88 -1.28
N: 0.71 0.94 -0.31
H: 1.55 -4.97 4.72
H: 1.52 -5.29 2.27
H: 1.23 -3.35 0.78
H: 0.96 -0.75 4.18
H: 1.29 -2.71 5.67
H: 0.26 2.89 2.37
H: 0.32 4.64 0.59
H: 0.66 3.93 -1.80
H: 0.89 1.53 -2.29
O: 5.07 -1.40 -1.22
C: 3.93 -1.24 -1.04
N: 2.75 -1.06 -0.86
N: -1.08 -1.57 -0.41
C: -1.63 -0.51 -1.25
C: -1.07 -0.37 -2.50
C: -1.38 0.75 -3.27
C: -2.26 1.69 -2.77
C: -2.87 1.50 -1.53
C: -2.56 0.39 -0.76
S: -2.54 3.24 -3.64
O: -1.63 3.16 -4.77
O: -3.95 3.19 -3.97
O: -2.18 4.22 -2.63
H: -1.52 -1.61 0.50
H: -1.22 -2.48 -0.84
H: -0.36 -1.11 -2.87
H: -0.93 0.92 -4.24
H: -3.56 2.25 -1.17
H: -2.98 0.26 0.23

***

M values, unit g/mol, following the record order: 827.1; 720.4; 556.3; 449.4.